[1]
A structure of composition C8H16NO12P2Pd at a distorted geometry, computed with ωB97M-V with the def2-TZVPD basis set.

Geometry as XYZ:
```
40
Properties=species:S:1:pos:R:3:lowdin_charge:R:1
Pd -0.212 -0.050 1.067 1.192
O 0.735 -2.080 0.995 -0.138
C 2.173 -2.195 0.878 -0.171
C 2.775 -1.104 0.043 -0.150
N 2.847 0.154 0.725 -0.112
C 3.071 0.332 2.147 -0.034
C 1.898 0.255 3.205 -0.408
O 2.367 0.270 4.414 0.321
O 0.686 0.162 2.907 -0.014
C 2.979 1.360 -0.122 -0.005
C 1.618 2.174 -0.090 -0.470
O 1.559 3.119 -0.923 0.231
O 0.671 1.843 0.711 -0.085
H 0.381 -2.196 0.076 0.069
H 2.569 -2.207 1.893 0.126
H 2.420 -3.167 0.412 0.151
H 3.801 -1.430 -0.298 0.167
H 2.184 -0.954 -0.862 0.134
H 3.933 -0.330 2.423 0.169
H 3.480 1.339 2.227 0.143
H 3.832 1.947 0.266 0.153
H 3.298 1.136 -1.157 0.156
C -3.371 0.044 -2.642 -0.063
C -3.094 -0.017 -1.147 -0.589
O -4.387 -0.182 -0.509 -0.033
P -2.298 1.548 -0.629 0.510
O -3.369 2.685 -1.009 -0.077
O -1.203 1.989 -1.691 -0.091
O -1.912 1.494 0.824 -0.314
P -1.954 -1.409 -0.666 0.329
O -2.512 -2.675 -1.484 -0.097
O -0.604 -1.106 -1.306 -0.324
O -2.122 -1.612 0.851 -0.324
H -3.919 0.959 -2.852 0.086
H -4.012 -0.792 -2.938 0.099
H -2.495 0.072 -3.287 0.092
H -4.240 -0.449 0.406 0.089
H -4.040 2.748 -0.313 0.108
H -0.352 1.511 -1.533 0.073
H -3.181 -3.185 -1.012 0.098
```

## Properties
Charge: +1
Multiplicity: 5
M: 486.58 g mol⁻¹
⟨S²⟩: 6.0221
LUMO level (spin up / spin down): -3.16 / -8.30 eV

***

[2]
A structure of composition C4H8OS at a distorted geometry, computed with ωB97M-V with the def2-TZVPD basis set.

Geometry as XYZ:
```
14
Properties=species:S:1:pos:R:3:lowdin_charge:R:1
C -1.676 -0.712 0.531 -0.141
C 0.289 0.024 -0.610 -0.566
C 0.363 1.454 -0.015 -0.094
C 1.439 -0.953 -0.313 -0.541
H -2.671 0.162 0.807 0.153
H -1.944 -2.098 0.410 0.167
H -0.710 -0.647 1.528 0.154
H 0.413 0.213 -1.733 0.168
H 0.364 1.332 1.113 0.080
H 1.297 2.045 -0.351 0.090
H -0.480 2.096 -0.220 0.066
H 1.351 -2.051 -0.546 0.075
O -0.968 -0.513 -0.715 -0.268
S 2.932 -0.353 0.113 0.656
```

## Properties
M: 104.17 g mol⁻¹
Relative energy (zero: lowest compared OMol25 entry of this formula, charge and spin): 4.879 eV
LUMO level: -0.47 eV

***

[3]
A structure of composition C14H34InNO2P2Si at a distorted geometry, computed with ωB97M-V with the def2-TZVPD basis set.

Geometry as XYZ:
```
55
Properties=species:S:1:pos:R:3:lowdin_charge:R:1
C 0.950 -1.255 -3.996 -0.059
C 0.983 -0.992 -2.597 -0.375
N -0.206 -0.979 -1.879 0.000
C -1.375 -1.122 -2.512 -0.343
C -1.429 -1.380 -3.880 -0.072
C -0.259 -1.423 -4.636 -0.074
C 2.228 -0.743 -1.969 -0.338
P 2.422 -0.562 -0.233 0.734
In -0.093 -0.715 0.411 0.305
P -2.606 -0.234 -0.127 0.790
C -2.699 -1.049 -1.765 -0.286
O 1.938 2.307 -3.046 -0.068
O -0.746 2.476 -2.651 -0.131
H 1.914 -1.295 -4.511 0.110
H -2.411 -1.537 -4.316 0.103
H -0.306 -1.565 -5.716 0.107
C 3.483 -1.902 0.410 -0.259
C 3.327 0.996 0.045 -0.242
H -3.449 -0.490 -2.350 0.096
H -3.114 -2.057 -1.615 0.101
H 2.092 1.344 -3.151 0.034
H 3.125 -0.750 -2.600 0.065
C -3.914 -0.965 0.903 -0.251
C -3.020 1.485 -0.534 -0.239
H 0.331 3.834 -0.752 0.062
H -1.019 3.314 -3.072 0.048
H 0.238 2.436 -2.797 -0.010
H 2.300 2.714 -3.854 0.076
H 0.014 -1.793 1.799 -0.094
H 0.422 3.465 -0.080 0.039
H 4.482 -1.846 -0.046 0.042
H 3.585 -1.825 1.502 0.037
H 3.043 -2.877 0.158 0.047
H 4.402 0.821 -0.107 0.048
H 2.987 1.749 -0.680 0.034
H 3.173 1.370 1.067 0.019
H -4.022 1.514 -0.987 0.052
H -3.018 2.087 0.383 0.048
H -2.292 1.901 -1.253 0.025
H -4.901 -0.858 0.430 0.050
H -3.724 -2.038 1.060 0.055
H -3.932 -0.469 1.885 0.041
C -1.389 0.454 3.694 -0.249
Si 0.194 0.607 2.687 0.312
C 0.507 2.451 2.424 -0.284
C 1.686 -0.072 3.625 -0.238
H -2.175 1.112 3.297 0.017
H -1.176 0.762 4.730 0.026
H -1.756 -0.582 3.703 0.017
H 0.654 2.931 3.407 0.025
H 1.392 2.641 1.805 -0.008
H -0.346 2.927 1.922 -0.001
H 1.641 0.309 4.659 0.029
H 1.661 -1.170 3.646 0.013
H 2.634 0.252 3.175 0.013
```

## Properties
M: 453.28 g mol⁻¹
Relative energy (zero: lowest compared OMol25 entry of this formula, charge and spin): 0.000 eV
LUMO level: 0.46 eV

***

[4]
The molecule C16H29N3O5S at a distorted geometry, computed with ωB97M-V with the def2-TZVPD basis set.

Geometry as XYZ:
```
54
Properties=species:S:1:pos:R:3:lowdin_charge:R:1
C 0.208 1.358 6.148 -0.103
H -0.273 2.191 6.655 0.074
H 0.873 1.748 5.383 0.059
H 0.803 0.809 6.874 0.079
C -0.836 0.448 5.514 -0.284
C -0.189 -0.668 4.714 -0.224
H 0.610 -1.164 5.256 0.107
H -0.915 -1.397 4.365 0.098
S 0.575 -0.002 3.203 0.659
O 1.865 0.547 3.504 -0.283
O -0.381 0.872 2.568 -0.300
N 0.792 -1.426 2.341 -0.250
C -0.304 -1.795 1.461 -0.184
C 0.017 -1.503 -0.010 -0.095
H 0.526 -2.349 -0.474 0.129
H -0.907 -1.322 -0.558 0.099
C 0.945 -0.282 -0.053 -0.221
C 1.101 0.199 -1.482 -0.404
O 1.694 -0.478 -2.305 0.053
N 0.600 1.419 -1.810 -0.034
C -0.339 2.214 -1.049 -0.098
H -0.220 2.088 0.025 0.111
C -1.774 1.829 -1.479 -0.093
N -1.735 1.302 -2.830 -0.036
C -1.864 -0.049 -2.982 -0.534
O -2.332 -0.775 -2.133 0.072
O -1.476 -0.454 -4.201 0.003
C -1.435 -1.862 -4.435 -0.202
C 0.009 -2.310 -4.605 -0.053
H 0.602 -2.002 -3.747 0.057
H 0.440 -1.862 -5.497 0.077
H 0.048 -3.392 -4.698 0.076
H -2.017 -2.047 -5.344 0.123
H -1.909 -2.370 -3.590 0.116
C -0.836 2.044 -3.689 -0.107
H -1.114 3.099 -3.615 0.124
C 0.615 1.813 -3.210 -0.096
H 1.084 1.000 -3.766 0.118
H 1.213 2.722 -3.330 0.127
H -0.963 1.717 -4.719 0.125
H -2.435 2.701 -1.449 0.125
H -2.181 1.050 -0.832 0.122
H -0.138 3.263 -1.289 0.127
H 0.518 0.486 0.587 0.092
C 2.309 -0.694 0.520 -0.106
C 2.101 -1.604 1.743 -0.183
H 2.835 -1.379 2.516 0.112
H 2.185 -2.659 1.470 0.130
H 2.878 -1.219 -0.250 0.119
H 2.860 0.200 0.814 0.121
H -1.169 -1.209 1.776 0.113
H -0.525 -2.858 1.608 0.126
H -1.463 1.027 4.833 0.102
H -1.477 0.019 6.289 0.112
```

## Properties
M: 375.49 g mol⁻¹
Relative energy (zero: lowest compared OMol25 entry of this formula, charge and spin): 0.312 eV
Structure (SMILES): CCCS(=O)(=O)N1CCC(C(=O)N2CCN(C(=O)OCC)CC2)CC1
LUMO level: 0.72 eV

***

> Look up the M of the third one.

453.28 g mol⁻¹

***

> Among the records above, which one has the highest M?

C8H16NO12P2Pd

***

> M of number 2 (C4H8OS)?

104.17 g mol⁻¹